(1)
{"formula": "C19H31NO9PdSSi", "method": "ωB97M-V/def2-TZVPD", "species": ["Pd", "O", "N", "C", "C", "C", "C", "C", "S", "H", "H", "H", "H", "O", "C", "O", "C", "O", "O", "C", "C", "C", "C", "O", "Si", "O", "O", "C", "C", "C", "C", "O", "C", "C", "C", "C", "H", "H", "H", "H", "H", "H", "H", "H", "H", "H", "H", "H", "H", "H", "H", "H", "H", "H", "H", "H", "H", "H", "H", "H", "H", "H", "H"], "coordinates": [[-0.0511, -0.0528, -0.3976], [-1.4494, -0.2491, 1.2099], [-1.8969, -1.4970, 1.2814], [-2.1399, -1.9834, 2.5083], [-2.6539, -3.2402, 2.6961], [-2.8860, -4.0270, 1.5667], [-2.6241, -3.5136, 0.3229], [-2.1331, -2.2053, 0.1433], [-1.8405, -1.4563, -1.3633], [-1.8789, -1.2937, 3.2960], [-2.8156, -3.6001, 3.7015], [-3.2528, -5.0411, 1.6671], [-2.7750, -4.0970, -0.5747], [2.9934, 0.9045, -2.7283], [2.0844, 0.9098, -1.9162], [1.0182, 0.1500, -2.0436], [2.0622, 1.8214, -0.6906], [2.8765, 2.7263, -0.5444], [1.1075, 1.5616, 0.1540], [2.2949, -3.1409, -1.9984], [2.8500, -4.2455, -1.0991], [4.2966, -4.5537, -1.4653], [1.9857, -5.4974, -1.2406], [2.8177, -3.8928, 0.2708], [2.4907, -2.3822, 0.9138], [1.0383, -1.9354, 0.5257], [2.8765, -2.5961, 2.5318], [2.5495, -3.6374, 3.4223], [2.7988, -3.0802, 4.8207], [1.0876, -4.0255, 3.2720], [3.4532, -4.8445, 3.1871], [3.7092, -1.4087, 0.3860], [4.7705, -0.6977, 0.9942], [5.3832, 0.1562, -0.1097], [5.8068, -1.6835, 1.5252], [4.2545, 0.1958, 2.1128], [2.3082, -3.4807, -3.0393], [2.8800, -2.2216, -1.9250], [1.2700, -2.8897, -1.7228], [4.3753, -4.8790, -2.5070], [4.6895, -5.3398, -0.8143], [4.9063, -3.6581, -1.3292], [2.0112, -5.8832, -2.2647], [0.9535, -5.2573, -0.9790], [2.3432, -6.2749, -0.5590], [2.1635, -2.2091, 4.9900], [3.8408, -2.7648, 4.9085], [2.5892, -3.8280, 5.5922], [0.4607, -3.1690, 3.5102], [0.8309, -4.8561, 3.9400], [0.8564, -4.3153, 2.2449], [4.5007, -4.5426, 3.2706], [3.3030, -5.2579, 2.1896], [3.2470, -5.6167, 3.9353], [5.7513, -0.4890, -0.9123], [6.2203, 0.7434, 0.2832], [4.6494, 0.8416, -0.5345], [6.1735, -2.3114, 0.7087], [5.3766, -2.3300, 2.2919], [6.6545, -1.1396, 1.9546], [3.5091, 0.8979, 1.7432], [5.0860, 0.7731, 2.5295], [3.8043, -0.3978, 2.9144]], "atomic_forces_ev_per_a": [[-1.15, 0.46, -0.83], [0.34, -0.02, 0.02], [0.22, 0.45, 0.05], [0.01, -0.04, 0.01], [0.08, 0.03, 0.02], [-0.03, -0.07, 0.05], [-0.05, 0.11, -0.19], [0.03, -0.09, -0.10], [0.46, -0.08, 0.15], [0.01, -0.02, 0.02], [-0.02, -0.04, 0.00], [0.00, 0.00, 0.01], [-0.02, -0.01, 0.02], [-0.03, 0.24, 0.16], [-0.50, -0.97, -0.84], [0.55, 0.26, 0.28], [-0.50, 0.42, 1.28], [0.00, -0.19, -0.20], [0.53, 0.08, -0.25], [-0.04, -0.04, -0.16], [-0.33, 0.18, 0.02], [0.13, 0.00, -0.02], [0.01, -0.09, -0.02], [0.39, -0.34, 0.17], [-0.90, 0.06, -0.40], [0.67, -0.54, 0.86], [0.10, -0.09, 0.10], [-0.05, 0.12, -0.16], [0.01, 0.00, 0.12], [-0.24, -0.16, 0.00], [0.12, -0.13, -0.02], [0.15, 0.26, -0.13], [-0.22, -0.05, -0.18], [0.13, 0.05, -0.04], [0.16, -0.06, 0.08], [0.00, 0.08, 0.34], [0.04, 0.03, -0.02], [0.01, -0.06, 0.00], [0.05, -0.01, 0.04], [0.02, 0.00, 0.00], [-0.01, -0.01, 0.00], [-0.04, 0.00, 0.00], [-0.01, 0.00, 0.02], [0.02, 0.03, 0.00], [0.01, 0.00, -0.02], [0.00, 0.00, -0.02], [0.00, 0.00, 0.01], [0.00, 0.00, -0.02], [-0.10, 0.07, 0.00], [0.01, 0.04, 0.01], [0.08, 0.00, 0.00], [-0.01, -0.01, 0.02], [-0.06, 0.09, 0.01], [0.03, -0.02, 0.00], [-0.02, 0.02, 0.01], [0.01, -0.01, -0.01], [0.01, -0.03, 0.03], [-0.02, 0.01, 0.01], [-0.05, 0.05, -0.03], [0.02, -0.03, 0.00], [-0.07, 0.01, -0.14], [0.00, 0.02, 0.03], [0.07, 0.02, -0.13]], "max_force_ha_per_bohr": 0.0290, "charge": -2, "de_lowest_ev": 0.235, "gap_ev": [5.89, 5.94]}

---

(2)
{"formula": "C19H32BFO13S3", "method": "ωB97M-V/def2-TZVPD", "species": ["C", "C", "C", "O", "C", "B", "F", "C", "C", "C", "C", "C", "C", "C", "C", "C", "H", "H", "H", "H", "H", "H", "H", "H", "H", "H", "H", "H", "H", "H", "H", "H", "H", "H", "H", "H", "C", "C", "O", "S", "O", "O", "O", "H", "H", "H", "H", "C", "C", "O", "S", "O", "O", "O", "H", "H", "H", "H", "C", "C", "O", "S", "O", "O", "O", "H", "H", "H", "H"], "coordinates": [[1.6281, 1.3246, -3.2682], [0.2021, 2.0980, -3.1550], [-1.0491, 1.0996, -3.4638], [-0.9401, 0.0242, -2.5039], [-2.1798, -0.7243, -2.3610], [-2.5602, -0.8071, -0.7734], [-3.0744, 0.4263, -0.1920], [-2.4561, -2.1210, 0.1645], [-0.9762, -2.4669, 0.6870], [0.1961, -2.2328, -0.3823], [0.0700, -3.1610, -1.6975], [-0.5869, -4.5817, -1.6514], [-0.6783, -5.5077, -2.9097], [-0.1105, -5.0375, -4.2744], [0.5086, -3.6169, -4.3688], [0.5940, -2.7061, -3.0977], [1.7065, 0.8121, -4.3003], [1.6776, 0.4912, -2.4686], [2.5113, 2.0590, -3.1472], [0.0238, 2.4603, -2.0716], [0.1272, 2.9740, -3.8818], [-1.9895, 1.7353, -3.3355], [-0.8887, 0.7102, -4.5323], [-3.0089, -0.1403, -2.8889], [-2.0774, -1.7741, -2.8378], [-2.8874, -3.0769, -0.3036], [-3.1047, -1.9254, 1.1057], [-0.6900, -1.8483, 1.6213], [-0.9028, -3.5704, 1.0250], [0.3733, -1.1272, -0.6358], [1.1737, -2.5844, 0.1313], [-1.0141, -4.9927, -0.6734], [-1.1471, -6.5455, -2.8727], [-0.1191, -5.6707, -5.2191], [0.9166, -3.2672, -5.3718], [1.0663, -1.6752, -3.2671], [-2.9364, 0.1071, 4.6901], [-1.9673, 1.2203, 4.3230], [-0.9636, 1.1869, 5.3386], [-0.7682, -0.3438, 5.8400], [0.3555, -0.9033, 5.1478], [-0.8952, -0.3735, 7.2646], [-2.1201, -0.9558, 5.1846], [-3.6116, 0.4194, 5.4916], [-3.5219, -0.2288, 3.8335], [-2.4491, 2.1973, 4.2900], [-1.4830, 1.0213, 3.3623], [-1.2851, 5.4206, -0.8976], [-0.5822, 6.2144, 0.1932], [0.7829, 6.2800, -0.2178], [0.8472, 6.3113, -1.8397], [0.9808, 7.6750, -2.2577], [1.7306, 5.2740, -2.2773], [-0.6815, 5.8434, -2.1204], [-1.1067, 4.3476, -0.7825], [-2.3591, 5.6090, -0.9180], [-0.6671, 5.7419, 1.1718], [-0.9681, 7.2367, 0.2485], [3.5499, -1.1750, 3.9812], [4.0365, -2.3942, 3.2142], [3.9301, -2.0304, 1.8379], [4.1977, -0.4359, 1.6882], [5.5658, -0.2442, 1.3097], [3.1022, 0.1404, 0.9681], [4.0455, -0.0480, 3.2555], [2.4582, -1.1231, 3.9872], [3.9187, -1.1590, 5.0073], [3.4415, -3.2828, 3.4249], [5.0889, -2.6025, 3.4291]], "atomic_forces_ev_per_a": [[-0.59, 0.11, -0.04], [-0.39, -1.03, 0.26], [2.16, 1.25, 0.00], [-1.26, 0.56, -0.57], [-0.56, -0.31, -0.19], [-0.56, 1.24, 0.42], [1.25, -2.79, -1.15], [-0.43, -0.18, 1.37], [0.91, -0.07, 0.08], [0.71, -1.14, -0.19], [-0.51, -1.96, -3.16], [1.16, 0.80, -2.87], [1.72, 3.30, -0.68], [0.29, 2.79, 3.06], [-1.34, -1.51, 3.59], [-1.07, -2.83, -0.29], [-0.10, 0.86, 1.54], [0.02, 1.49, -1.23], [-1.48, -1.25, -0.12], [0.51, -0.37, -1.73], [0.24, -1.09, 1.03], [0.95, -1.19, -0.26], [-0.69, 0.40, 1.38], [0.86, -0.92, 0.58], [-0.14, 1.69, 0.64], [0.62, 1.56, 0.27], [0.95, -0.37, -1.41], [-0.62, -0.83, -1.51], [-0.35, 1.78, -0.52], [-0.53, -1.66, 0.10], [-1.47, 0.63, -0.76], [0.72, 0.73, -1.59], [0.70, 1.69, 0.23], [-0.15, 0.80, 1.61], [-0.60, -0.39, 1.64], [-0.87, -1.70, 0.60], [-0.45, 0.48, 0.12], [-0.09, -0.22, -0.68], [-0.14, -0.73, 0.58], [-0.24, 0.18, -0.01], [-0.68, 0.16, 0.68], [0.42, -0.02, -1.05], [0.89, 0.28, 0.02], [0.02, 0.01, -0.07], [0.20, -0.17, 0.10], [0.18, -0.05, 0.23], [-0.10, 0.03, 0.00], [-0.05, -0.47, 0.41], [-0.50, 0.38, -0.02], [0.03, -0.42, -0.75], [0.08, 0.06, 0.00], [0.01, -1.10, 0.08], [-0.48, 0.94, 0.28], [0.59, 0.52, 0.24], [-0.04, 0.05, 0.04], [0.15, 0.10, -0.21], [0.27, -0.01, -0.12], [-0.05, -0.08, 0.03], [-0.64, -0.40, 0.18], [0.50, -0.03, 0.50], [-0.32, 0.82, -0.11], [0.11, -0.05, 0.17], [-1.10, 0.11, 0.12], [0.89, -0.42, 0.25], [0.44, -0.30, -0.80], [0.09, -0.04, 0.07], [0.09, 0.19, -0.18], [-0.05, 0.13, -0.26], [-0.07, -0.02, 0.04]], "max_force_ha_per_bohr": 0.0808, "gap_ev": 8.57, "smiles": "CCCOCB(F)CCCc1ccccc1.O=S1(=O)OCCO1.O=S1(=O)OCCO1.O=S1(=O)OCCO1"}

---

(3)
{"formula": "C19H32ClN3Ru", "method": "ωB97M-V/def2-TZVPD", "species": ["C", "C", "C", "C", "Cl", "H", "H", "H", "H", "H", "H", "H", "H", "H", "C", "C", "C", "H", "C", "C", "H", "H", "H", "H", "C", "C", "C", "H", "C", "C", "H", "H", "H", "H", "Ru", "C", "N", "C", "C", "N", "N", "C", "C", "H", "H", "H", "H", "H", "H", "H", "H", "H", "H", "H", "H", "H"], "coordinates": [[0.1947, 0.6972, -6.7665], [1.5743, 1.2556, -7.1254], [-0.0302, -0.6488, -7.4599], [-0.8986, 1.6904, -7.1694], [0.1188, 0.4408, -4.9757], [0.0128, -0.5159, -8.5444], [-1.0100, -1.0642, -7.2088], [0.7390, -1.3728, -7.1772], [1.6372, 1.4123, -8.2060], [2.3698, 0.5624, -6.8383], [1.7536, 2.2162, -6.6345], [-0.8668, 1.8525, -8.2506], [-0.7567, 2.6577, -6.6794], [-1.8923, 1.3119, -6.9145], [1.5307, -1.4449, 1.1551], [0.8474, -2.3419, 0.2617], [1.1286, -1.8938, -1.0876], [0.3166, -3.2336, 0.5693], [2.0005, -0.7444, -0.9955], [2.2525, -0.4817, 0.3756], [2.8937, 0.2968, 0.7717], [1.5390, -1.5491, 2.2269], [0.8136, -2.3889, -1.9967], [2.4181, -0.1981, -1.8319], [-2.1909, 0.9242, 0.5069], [-2.0909, -0.3255, 1.2094], [-2.0930, -1.4040, 0.2672], [-2.1089, -0.4850, 2.2683], [-2.1422, -0.8000, -1.0473], [-2.2088, 0.6337, -0.8752], [-2.2841, 1.3687, -1.6664], [-2.2563, 1.9046, 0.9679], [-2.1572, -2.4488, 0.5443], [-2.2281, -1.3484, -1.9764], [-0.1995, -0.5290, -0.0504], [-2.2951, 0.7149, 4.1976], [-1.0115, 0.4178, 4.7721], [-1.0797, 0.0292, 6.1606], [0.1291, 0.4813, 4.0330], [0.2236, 0.9394, 2.7927], [1.3167, 0.1638, 4.6265], [1.7008, -0.2488, 5.9670], [2.4914, 0.2654, 3.7894], [-2.9052, 1.1189, 5.0043], [-2.7901, -0.2066, 3.8670], [-2.2104, 1.4387, 3.3815], [-0.7872, -1.0109, 6.3461], [-0.5584, 0.7549, 6.7935], [-2.1316, 0.0907, 6.4330], [-0.6856, 1.2648, 2.4563], [2.2394, -1.2167, 5.9002], [2.4168, 0.5177, 6.3243], [0.9051, -0.3525, 6.7088], [2.7450, -0.7390, 3.3936], [2.2497, 0.9551, 2.9639], [3.3109, 0.6160, 4.4419]], "atomic_forces_ev_per_a": [[0.06, 0.18, -1.36], [0.02, -0.03, 0.29], [-0.02, -0.07, 0.27], [-0.04, -0.02, 0.29], [-0.02, -0.06, 0.46], [0.01, 0.08, 0.11], [0.10, 0.06, -0.01], [-0.07, 0.09, -0.01], [-0.09, -0.05, 0.10], [-0.11, 0.06, -0.01], [-0.05, -0.12, -0.03], [0.07, -0.08, 0.10], [0.01, -0.12, -0.03], [0.12, 0.02, -0.01], [-0.39, -1.02, -0.34], [1.54, -0.56, 0.51], [0.00, 0.18, 0.27], [0.11, 0.08, -0.20], [0.48, -0.46, 0.51], [-0.73, -0.36, -0.84], [-0.21, 0.02, -0.14], [-0.05, -0.05, -0.18], [0.08, 0.10, 0.05], [-0.17, -0.02, 0.05], [0.42, -0.95, -0.71], [-0.43, -0.83, -0.05], [-1.45, 0.44, 0.41], [-0.04, -0.01, -0.19], [0.16, 0.01, 0.27], [-0.54, -0.10, 0.30], [0.11, -0.15, 0.01], [0.11, -0.05, -0.24], [-0.07, 0.14, -0.27], [0.05, 0.19, 0.03], [0.81, 2.84, -0.60], [-0.70, 0.11, -0.03], [0.93, 0.02, -1.08], [-0.83, -0.06, 0.77], [-0.19, -0.46, 3.23], [-0.66, 0.42, -0.86], [-0.47, 0.11, -1.10], [0.46, -0.27, 1.13], [0.92, 0.16, -0.43], [-0.09, 0.34, -0.40], [-0.05, 0.30, 0.08], [-0.37, -0.11, 0.30], [0.03, 0.32, -0.09], [-0.10, -0.29, -0.03], [0.12, -0.07, 0.13], [0.32, -0.10, 0.12], [-0.21, 0.53, -0.07], [-0.32, -0.47, -0.04], [0.75, 0.06, -0.66], [0.14, 0.63, 0.36], [0.78, -0.45, 0.55], [-0.25, -0.07, -0.68]], "max_force_ha_per_bohr": 0.0635, "charge": 2, "multiplicity": 5, "de_lowest_ev": 0.000, "gap_ev": [5.94, 4.75]}

---

(4)
{"formula": "C19H32N5SSm", "method": "ωB97M-V/def2-TZVPD", "species": ["Sm", "C", "C", "C", "C", "C", "C", "C", "H", "H", "H", "H", "H", "H", "H", "H", "N", "C", "C", "C", "N", "C", "C", "N", "C", "H", "H", "H", "H", "H", "H", "H", "H", "H", "H", "H", "H", "H", "H", "H", "H", "C", "C", "C", "C", "N", "C", "S", "N", "C", "H", "H", "H", "H", "H", "H", "H", "H"], "coordinates": [[-0.4684, -0.8574, 0.2434], [-2.4899, -3.2794, -2.2069], [-1.1242, -3.0361, -1.6371], [-0.2748, -2.0482, -2.1828], [1.0549, -1.9213, -1.7415], [1.5498, -2.7626, -0.7350], [0.7181, -3.7509, -0.1997], [-0.5984, -3.8800, -0.6439], [-2.3917, -3.7571, -3.1857], [-3.0477, -2.3558, -2.3641], [-3.0696, -3.9550, -1.5812], [-0.5884, -1.5325, -3.0851], [1.7459, -1.3079, -2.3091], [2.6039, -2.7556, -0.4860], [1.1201, -4.4863, 0.4870], [-1.1917, -4.7193, -0.3007], [3.2539, 4.7238, -0.3766], [2.3785, 3.5023, -0.2100], [1.0051, 3.7822, -0.8374], [-0.0791, 2.7495, -0.4797], [0.0342, 1.4524, -1.2341], [-0.1112, 2.5028, 1.0275], [1.2407, 2.0866, 1.6058], [1.6284, 0.7064, 1.1556], [2.2817, 3.1707, 1.2844], [3.4188, 4.9582, -1.3613], [4.1750, 4.6001, 0.0577], [2.8309, 5.5490, 0.0613], [2.8986, 2.7094, -0.7530], [1.0848, 3.8607, -1.9251], [0.6474, 4.7542, -0.4822], [-1.0312, 3.1990, -0.7601], [0.9681, 1.3762, -1.6292], [-0.5647, 1.5203, -2.0549], [-0.8846, 1.7632, 1.2792], [-0.4222, 3.4252, 1.5221], [1.1483, 2.0469, 2.6905], [2.1202, 0.2557, 1.9254], [2.3347, 0.7713, 0.4271], [3.2566, 2.8808, 1.6858], [1.9695, 4.0711, 1.8235], [-6.0907, -2.5847, 3.5305], [-5.0401, -2.0058, 2.6741], [-5.2489, -1.0053, 1.7403], [-4.1909, -0.5565, 0.9628], [-2.9401, -1.0567, 1.1263], [-2.7316, -1.9889, 2.0745], [-1.1364, -2.5101, 2.3626], [-3.7692, -2.4746, 2.7905], [-4.3806, 0.4741, -0.0941], [-6.6093, -1.7972, 4.0832], [-5.7082, -3.3212, 4.2349], [-6.8613, -3.0611, 2.9168], [-6.2364, -0.5838, 1.6138], [-3.5751, -3.2025, 3.4725], [-5.0073, 0.0868, -0.9014], [-3.4220, 0.7863, -0.5097], [-4.9047, 1.3459, 0.3012]], "atomic_forces_ev_per_a": [[-0.06, -0.03, 0.61], [-0.04, -0.04, -0.02], [0.10, 0.07, -0.06], [0.34, -0.39, -0.19], [-0.02, -0.43, -0.48], [-0.09, -0.01, -0.14], [0.05, 0.10, -0.15], [0.04, 0.17, -0.18], [0.03, 0.02, 0.00], [0.00, 0.01, 0.00], [-0.03, 0.05, 0.02], [-0.09, 0.23, 0.15], [-0.05, 0.20, 0.13], [-0.02, 0.13, 0.12], [-0.02, 0.12, 0.14], [-0.07, 0.12, 0.16], [0.09, 0.04, -0.03], [-0.33, -0.20, 0.16], [0.05, 0.03, -0.10], [0.01, 0.04, 0.19], [-0.21, -0.13, 0.23], [0.24, -0.05, -0.12], [-0.17, 0.16, -0.08], [-0.36, -0.28, 0.00], [0.10, -0.03, 0.00], [-0.01, 0.01, -0.04], [0.04, -0.03, 0.00], [-0.01, 0.05, 0.01], [0.06, 0.03, -0.01], [0.02, 0.05, 0.01], [-0.02, -0.02, 0.02], [-0.02, -0.07, -0.07], [0.04, -0.16, -0.02], [0.02, -0.01, -0.06], [-0.11, -0.01, 0.05], [-0.08, -0.04, 0.04], [0.00, -0.04, 0.00], [0.03, -0.04, 0.03], [0.00, -0.12, -0.09], [0.01, 0.04, -0.02], [0.03, -0.01, 0.04], [-0.29, -0.15, 0.17], [0.06, 0.12, -0.20], [0.03, 0.01, 0.00], [0.07, -0.13, -0.10], [0.15, 0.01, 0.06], [0.06, 0.41, -0.25], [0.31, 0.03, 0.06], [-0.03, 0.11, -0.04], [-0.09, 0.05, 0.00], [0.10, 0.04, 0.01], [0.02, 0.02, 0.01], [0.08, -0.01, -0.07], [-0.02, -0.03, 0.01], [0.02, -0.01, 0.06], [0.03, -0.05, 0.01], [-0.01, 0.05, -0.04], [0.04, 0.00, 0.02]], "max_force_ha_per_bohr": 0.0126, "charge": 4, "multiplicity": 6, "de_lowest_ev": 0.000, "gap_ev": [6.61, 8.15]}